1.
Entry from the Open Molecules 2025 dataset: a structure of composition C13H19BiIN5OSe in a non-equilibrium geometry (ωB97M-V/def2-TZVPD).

## Properties
ΔE to the lowest compared entry with this formula, charge and spin ... 18.3 kcal/mol
LUMO energy (spin up / spin down) ... 4.03 / 4.27 eV
Total charge ... -2
2S+1 ... 1
Strongest force on any atom ... 5.35 eV/A

Last column: Löwdin charge in e.
Cartesian coordinates (Å):
C -0.367 -0.745 -3.983  -0.285
I 0.940 1.618 -2.659  -0.334
H -0.621 0.132 -4.649  0.033
H -1.394 -1.313 -3.956  0.084
H 0.576 -1.176 -4.320  0.041
C 4.244 0.636 1.224  -0.044
C 4.082 1.923 0.776  -0.083
N 2.813 2.036 0.280  -0.171
C 2.131 0.866 0.371  -0.447
N 3.027 0.006 0.920  -0.133
H 5.049 0.148 1.714  0.094
H 4.735 2.725 0.817  0.086
C -4.009 -1.628 0.880  -0.099
C -2.228 -0.569 -0.038  -0.386
N -2.604 -1.570 0.813  -0.137
H -5.492 -0.355 -0.085  0.115
N -3.405 0.043 -0.430  -0.155
H -4.517 -2.409 1.523  0.128
Bi -0.081 0.377 -0.208  1.012
C 0.452 -1.178 -2.766  -0.610
O 1.065 -2.193 -2.345  -0.123
C -4.458 -0.666 0.127  -0.135
C -3.522 1.215 -1.274  -0.083
H -4.213 1.912 -0.774  0.084
H -3.934 0.904 -2.246  0.079
H -2.527 1.666 -1.392  0.035
C -1.736 -2.446 1.574  -0.052
H -2.326 -3.297 1.879  0.073
H -1.348 -1.953 2.446  0.056
H -0.915 -2.781 0.975  0.073
C 2.763 -1.367 1.318  -0.077
H 3.685 -1.958 1.304  0.080
H 2.060 -1.850 0.635  0.057
H 2.350 -1.418 2.336  0.009
C 2.305 3.310 -0.201  -0.183
H 1.188 3.278 -0.351  0.012
H 2.804 3.584 -1.166  0.058
H 2.551 4.099 0.558  0.085
Se 1.251 -0.275 4.630  0.375
C 0.168 0.176 3.333  -1.034
N -0.543 0.493 2.410  -0.096

---

2.
Entry from the Open Molecules 2025 dataset: a structure of composition C13H19Br3NO9 in a non-equilibrium geometry (ωB97M-V/def2-TZVPD).

## Properties
ΔE to the lowest compared entry with this formula, charge and spin ... 65.4 kcal/mol
LUMO energy ... 1.47 eV
Total charge ... -1
2S+1 ... 1
Strongest force on any atom ... 5.32 eV/A

Last column: Löwdin charge in e.
Cartesian coordinates (Å):
N 0.771 2.404 2.431  -0.756
O 0.733 2.466 1.232  -0.075
O 1.024 1.375 3.007  -0.084
O 0.362 3.296 3.137  -0.084
O 7.860 -4.024 -0.456  0.068
C 7.557 -3.016 0.210  -0.475
O 6.597 -2.151 -0.163  0.056
C 6.621 -1.033 0.744  -0.140
C 7.481 -1.519 1.902  -0.183
C 8.426 -2.437 1.242  -0.117
H 5.642 -0.830 1.177  0.137
H 7.183 -0.141 0.467  0.129
H 6.791 -2.076 2.535  0.125
H 7.948 -0.710 2.464  0.124
H 8.864 -3.290 1.761  0.135
H 9.248 -1.933 0.733  0.142
O -3.406 -3.280 -2.843  0.093
C -2.213 -3.438 -2.684  -0.437
O -1.591 -4.603 -3.028  0.004
C -0.165 -4.583 -2.675  -0.148
C 0.189 -3.128 -2.521  -0.182
C -1.125 -2.469 -2.102  -0.056
H 0.331 -4.925 -3.583  0.118
H 0.130 -5.211 -1.834  0.124
H 0.523 -2.722 -3.476  0.113
H 1.004 -2.990 -1.811  0.119
H -1.211 -1.422 -2.391  0.125
H -1.128 -2.571 -1.017  0.128
O -4.816 0.318 2.847  0.104
C -5.716 0.747 2.129  -0.458
O -6.870 0.118 1.894  0.048
C -7.626 0.846 1.005  -0.198
C -6.713 1.931 0.398  -0.158
C -5.722 2.128 1.501  -0.081
H -8.478 1.293 1.517  0.122
H -8.072 0.186 0.261  0.124
H -7.331 2.801 0.177  0.109
H -6.298 1.683 -0.579  0.118
H -6.052 2.802 2.292  0.134
H -4.759 2.530 1.186  0.135
C -1.183 7.374 -1.401  -1.535
Br -1.478 7.788 -3.281  0.520
Br -2.813 7.806 -0.357  0.512
Br 0.396 8.291 -0.631  0.522
H -0.917 6.317 -1.415  -0.021

---

3.
Entry from the Open Molecules 2025 dataset: a structure of composition C13H19BrN4O4Rh (ωB97M-V/def2-TZVPD).

## Properties
LUMO energy ... -4.18 eV
Total charge ... +1
2S+1 ... 1
Strongest force on any atom ... 0.63 eV/A

Last column: Löwdin charge in e.
Cartesian coordinates (Å):
Rh -0.162 0.034 -0.399  1.221
N -2.241 -0.298 -0.242  -0.052
C -2.474 -0.704 1.174  -0.103
C -1.172 -1.197 1.812  -0.532
O -1.139 -2.138 2.570  0.088
N -0.132 -0.362 1.496  -0.066
C 1.235 -0.651 1.937  -0.079
C 2.122 -0.905 0.720  -0.583
O 3.001 -1.728 0.676  0.107
O 1.822 -0.102 -0.301  -0.203
H -2.929 0.388 -0.532  0.103
H -2.363 -1.109 -0.844  0.101
H -3.250 -1.459 1.260  0.133
H -2.775 0.183 1.732  0.128
H 1.255 -1.480 2.641  0.131
H 1.635 0.244 2.423  0.133
Br 0.375 6.599 0.756  0.851
C 0.198 4.778 0.374  -0.675
C -1.046 4.166 0.452  -0.077
C -1.128 2.820 0.174  -0.097
N -0.066 2.082 -0.178  -0.065
C 1.134 2.680 -0.243  -0.077
C 1.303 4.025 0.014  -0.068
H -1.930 4.720 0.729  0.117
H -2.079 2.312 0.226  0.103
H 1.969 2.045 -0.507  0.112
H 2.286 4.468 -0.057  0.119
C 2.257 -4.544 -0.942  0.003
N 1.079 -3.761 -0.558  -0.091
C 0.230 -4.222 0.545  0.024
C 0.792 -2.639 -1.165  -0.451
C 1.637 -2.176 -2.308  0.018
O -0.248 -1.983 -0.794  -0.131
H 2.311 -5.419 -0.305  0.096
H 3.159 -3.951 -0.796  0.097
H 2.189 -4.869 -1.979  0.102
H 0.606 -5.177 0.894  0.097
H -0.797 -4.340 0.204  0.106
H 0.244 -3.507 1.365  0.076
H 1.578 -2.898 -3.124  0.105
H 2.677 -2.078 -2.000  0.098
H 1.285 -1.211 -2.662  0.083

---

> The highest strongest force on any atom belongs to which entry?

C13H19BiIN5OSe

---

> Among the records above, which one has the lowest strongest force on any atom?

C13H19BrN4O4Rh

---

What did the second record say?
Entry from the Open Molecules 2025 dataset: a structure of composition C13H19Br3NO9 in a non-equilibrium geometry (ωB97M-V/def2-TZVPD).

## Properties
ΔE to the lowest compared entry with this formula, charge and spin ... 65.4 kcal/mol
LUMO energy ... 1.47 eV
Total charge ... -1
2S+1 ... 1
Strongest force on any atom ... 5.32 eV/A

Last column: Löwdin charge in e.
Cartesian coordinates (Å):
N 0.771 2.404 2.431  -0.756
O 0.733 2.466 1.232  -0.075
O 1.024 1.375 3.007  -0.084
O 0.362 3.296 3.137  -0.084
O 7.860 -4.024 -0.456  0.068
C 7.557 -3.016 0.210  -0.475
O 6.597 -2.151 -0.163  0.056
C 6.621 -1.033 0.744  -0.140
C 7.481 -1.519 1.902  -0.183
C 8.426 -2.437 1.242  -0.117
H 5.642 -0.830 1.177  0.137
H 7.183 -0.141 0.467  0.129
H 6.791 -2.076 2.535  0.125
H 7.948 -0.710 2.464  0.124
H 8.864 -3.290 1.761  0.135
H 9.248 -1.933 0.733  0.142
O -3.406 -3.280 -2.843  0.093
C -2.213 -3.438 -2.684  -0.437
O -1.591 -4.603 -3.028  0.004
C -0.165 -4.583 -2.675  -0.148
C 0.189 -3.128 -2.521  -0.182
C -1.125 -2.469 -2.102  -0.056
H 0.331 -4.925 -3.583  0.118
H 0.130 -5.211 -1.834  0.124
H 0.523 -2.722 -3.476  0.113
H 1.004 -2.990 -1.811  0.119
H -1.211 -1.422 -2.391  0.125
H -1.128 -2.571 -1.017  0.128
O -4.816 0.318 2.847  0.104
C -5.716 0.747 2.129  -0.458
O -6.870 0.118 1.894  0.048
C -7.626 0.846 1.005  -0.198
C -6.713 1.931 0.398  -0.158
C -5.722 2.128 1.501  -0.081
H -8.478 1.293 1.517  0.122
H -8.072 0.186 0.261  0.124
H -7.331 2.801 0.177  0.109
H -6.298 1.683 -0.579  0.118
H -6.052 2.802 2.292  0.134
H -4.759 2.530 1.186  0.135
C -1.183 7.374 -1.401  -1.535
Br -1.478 7.788 -3.281  0.520
Br -2.813 7.806 -0.357  0.512
Br 0.396 8.291 -0.631  0.522
H -0.917 6.317 -1.415  -0.021